This record from the OMol25 dataset describes a cluster of 2 separate species, C5H10ClN2O2 in total at a distorted geometry. The level of theory is the ωB97M-V functional and the def2-TZVPD basis.

Positions of all 20 atoms, in Å:
C -1.05 1.69 0.38
C 1.71 -0.26 -0.27
C 0.00 0.14 -2.02
C -1.35 0.87 1.37
C 0.88 -0.94 -1.40
N -0.46 0.10 2.11
N -0.85 -0.93 2.77
O -2.04 -1.11 3.11
O 0.02 -1.71 3.10
Cl 2.12 -1.57 -2.62
H 0.30 -1.74 -1.14
H -0.04 1.81 0.11
H -1.74 2.17 -0.26
H 2.29 -1.04 0.18
H 0.89 0.09 0.42
H 2.23 0.51 -0.69
H -0.68 0.77 -1.36
H 0.77 0.87 -2.46
H -0.62 -0.32 -2.88
H -2.41 0.59 1.55

**E**: -916.59452 hartree
**Total charge**: -1
**HOMO-LUMO gap**: 7.32 eV
**LUMO energy**: 3.2 eV
**HOMO energy**: -4.08 eV
**Maximum force**: 4.8 eV/Å



This record from the OMol25 dataset describes an isolated molecule of C5H10ClNO at a distorted geometry. The level of theory is the ωB97M-V functional and the def2-TZVPD basis.

Positions of all 18 atoms, in Å:
C -1.54 1.58 -0.45
C -1.01 0.61 0.63
N -0.26 -0.56 0.09
C -1.02 -1.67 -0.22
O -2.17 -1.85 0.09
C 1.08 -0.44 -0.45
C 2.15 -0.24 0.61
Cl 3.76 -0.34 -0.13
H -0.79 2.08 -1.08
H -2.20 1.01 -1.07
H -2.03 2.41 0.05
H -0.38 1.06 1.40
H -1.83 0.06 1.07
H -0.43 -2.45 -0.77
H 1.34 -1.35 -0.99
H 1.21 0.35 -1.21
H 2.07 -1.02 1.35
H 2.04 0.76 1.08

**E**: -786.70393 hartree
**Structure (SMILES)**: CCN(C=O)CCCl
**HOMO-LUMO gap**: 10.51 eV
**LUMO energy**: 0.8 eV
**HOMO energy**: -9.68 eV
**Maximum force**: 1.5 eV/Å



This record from the OMol25 dataset describes a structure of composition C5H10CrO3 at a distorted geometry. The level of theory is the ωB97M-V functional and the def2-TZVPD basis.

Positions of all 19 atoms, in Å:
C 1.24 0.60 -1.78
O 1.01 1.73 -0.89
C 1.05 1.46 0.48
C -0.30 1.17 1.10
O -0.81 -0.09 0.66
C -1.93 -0.55 1.39
H 1.07 1.00 -2.80
H 2.31 0.32 -1.69
H 1.45 2.35 0.99
H 1.73 0.61 0.69
H -1.02 1.96 0.86
H -0.18 1.14 2.20
H -2.20 -1.54 0.99
H -1.67 -0.66 2.46
H -2.76 0.16 1.30
Cr -0.25 -0.80 -1.12
O 0.61 -2.61 -0.63
C 0.16 -2.68 -1.82
H 0.50 -3.59 -2.38

**E**: -1466.53133 hartree
**HOMO-LUMO gap (alpha / beta)**: 6.83 / 7.73 eV
**LUMO energy (alpha / beta)**: 0.3 / 0.1 eV
**HOMO energy (alpha / beta)**: -6.53 / -7.59 eV
**Expectation value of S²**: 6.066
**Maximum force**: 1.9 eV/Å
**2S+1**: 5



This record from the OMol25 dataset describes a structure of composition C5H10EuO2 at a distorted geometry. The level of theory is the ωB97M-V functional and the def2-TZVPD basis.

Positions of all 18 atoms, in Å:
C -1.37 -1.90 1.41
O -1.67 -0.54 1.72
C -1.50 0.42 0.81
C -1.11 1.66 1.31
H -2.05 -2.50 2.01
H -1.50 -2.12 0.34
H -0.33 -2.08 1.69
H -1.83 0.28 -0.22
H -1.42 1.95 2.32
H -0.92 2.45 0.58
C 2.45 -0.06 -2.54
C 1.35 0.16 -1.58
O 1.84 0.12 -0.31
Eu 1.35 1.12 1.72
H 2.24 -0.03 -3.61
H 3.42 0.33 -2.20
H 0.17 -0.39 -1.58
H 0.88 1.14 -1.86

**E**: -1056.90058 hartree
**Total charge**: +1
**HOMO-LUMO gap (alpha / beta)**: 5.59 / 7.44 eV
**LUMO energy (alpha / beta)**: -4.7 / -4.6 eV
**HOMO energy (alpha / beta)**: -10.28 / -12.03 eV
**Expectation value of S²**: 20.016
**Maximum force**: 3.5 eV/Å
**2S+1**: 9



This record from the OMol25 dataset describes the ion C5H10FN3 with charge +2 at a distorted geometry. The level of theory is the ωB97M-V functional and the def2-TZVPD basis.

Positions of all 19 atoms, in Å:
N -0.43 0.44 2.30
C -0.50 -0.92 1.62
C -1.12 -0.72 0.27
C -0.03 -0.42 -0.91
N 0.99 0.45 -0.30
C 1.55 1.19 -1.18
N 1.00 0.97 -2.48
C 0.06 0.08 -2.42
F -0.60 -0.43 -3.43
H 0.36 0.99 1.93
H 0.04 0.40 3.24
H -1.40 0.72 2.38
H -1.17 -1.39 2.38
H 0.49 -1.35 1.39
H -1.60 -1.69 0.06
H -1.94 -0.03 0.17
H 0.54 -1.48 -0.93
H 2.32 1.76 -0.78
H 1.45 1.42 -3.30

**E**: -459.93602 hartree
**Total charge**: +2
**Structure (SMILES)**: [NH3+]CC[C@@H]1N=C[NH+]=C1F
**HOMO-LUMO gap**: 10.85 eV
**LUMO energy**: -9.0 eV
**HOMO energy**: -19.84 eV
**Maximum force**: 3.7 eV/Å



This record from the OMol25 dataset describes a structure of composition C5H10FNO at a distorted geometry. The level of theory is the ωB97M-V functional and the def2-TZVPD basis.

Positions of all 18 atoms, in Å:
C -0.19 -0.14 0.08
C -1.57 -0.14 -0.85
C 0.47 -1.34 -0.48
C 0.48 1.15 -0.07
C 1.82 1.55 -0.23
H -0.11 -1.62 1.82
H 0.06 0.65 2.23
H -1.65 -1.27 -0.92
H -1.33 0.28 -1.92
H -1.83 0.23 1.16
H 0.53 -1.13 -1.55
H 0.03 -2.27 -0.22
H -0.26 1.89 0.17
H 2.57 0.73 -0.41
H 2.31 2.57 -0.04
N -0.67 -0.33 1.41
O -2.56 0.38 -0.17
F 1.88 -1.16 -0.03

**E**: -426.08095 hartree
**HOMO-LUMO gap**: 7.47 eV
**LUMO energy**: -1.0 eV
**HOMO energy**: -8.44 eV
**Maximum force**: 5.9 eV/Å



This record from the OMol25 dataset describes an isolated molecule of C5H10FNS at a distorted geometry. The level of theory is the ωB97M-V functional and the def2-TZVPD basis.

Positions of all 18 atoms, in Å:
N 1.92 -0.95 -0.33
C 1.41 0.19 0.42
C 0.17 0.89 -0.18
S 0.63 1.69 -1.72
C -0.93 1.42 0.65
C -1.20 0.14 -0.09
C -1.30 -1.23 0.60
F -0.89 -2.10 -0.45
H 2.29 -0.71 -1.19
H 1.10 -1.56 -0.61
H 1.11 -0.18 1.39
H 2.18 0.92 0.58
H 0.33 0.65 -2.53
H -1.37 2.39 0.40
H -0.74 1.28 1.74
H -1.81 0.17 -1.00
H -0.61 -1.37 1.44
H -2.29 -1.63 0.88

**E**: -749.27261 hartree
**Structure (SMILES)**: NC[C@]1(S)C[C@@H]1CF
**HOMO-LUMO gap**: 10.02 eV
**LUMO energy**: 0.8 eV
**HOMO energy**: -9.18 eV
**Maximum force**: 3.2 eV/Å



This record from the OMol25 dataset describes an isolated molecule of C5H10FNS at a distorted geometry. The level of theory is the ωB97M-V functional and the def2-TZVPD basis.

Positions of all 18 atoms, in Å:
C 1.33 -1.63 0.42
C 0.34 -0.59 -0.06
F 0.07 -1.04 -1.43
C -1.11 -0.18 0.78
S -2.63 -0.44 -0.40
C -0.58 1.33 0.81
C 0.60 0.82 -0.09
N 0.41 1.28 -1.33
H 2.45 -1.21 0.04
H 0.99 -2.67 -0.18
H 1.19 -1.67 1.60
H -1.32 -0.98 1.37
H -2.06 -1.61 -0.78
H -1.15 2.16 0.22
H -0.48 1.66 1.86
H 1.62 1.23 0.17
H -0.73 1.25 -1.57
H 1.06 2.29 -1.42

**E**: -749.13111 hartree
**Structure (SMILES)**: C[C@@]1(F)[C@H](S)C[C@@H]1N
**HOMO-LUMO gap**: 9.49 eV
**LUMO energy**: 0.8 eV
**HOMO energy**: -8.72 eV
**Maximum force**: 8.0 eV/Å



> Which formula does entry 6 have?

C5H10FNO